Record 1
This record from OMol25 describes 7 unconnected molecules or ions with the total composition C26H60N9O7 at a distorted geometry. The level of theory is ωB97M-V/def2-TZVPD.

Gap between HOMO and LUMO = 0.225 hartree
Net charge = +1
LUMO level = -3.9496 eV

CARTESIAN COORDINATES (ANGSTROEM)
O 5.47 -0.77 -2.06
C 4.18 -0.67 -1.29
C 4.34 -1.72 -0.03
C 3.03 -1.76 0.97
C 3.33 -2.45 2.45
N 4.32 -3.60 2.41
C 5.70 -3.47 2.55
N 6.55 -4.42 1.73
C 7.87 -3.82 1.32
C 8.37 -2.54 2.22
C 7.72 -2.51 3.72
N 6.21 -2.44 3.54
H 6.17 -0.66 -1.32
H 4.12 0.46 -0.95
H 3.27 -0.99 -1.96
H 5.25 -1.33 0.61
H 4.56 -2.83 -0.36
H 2.12 -2.31 0.44
H 2.67 -0.65 1.21
H 2.29 -2.92 2.79
H 3.58 -1.65 3.29
H 3.97 -4.58 2.26
H 5.99 -4.54 0.83
H 8.75 -4.62 1.29
H 7.76 -3.44 0.20
H 8.24 -1.52 1.62
H 9.55 -2.65 2.37
H 7.97 -3.54 4.25
H 8.14 -1.58 4.28
H 6.01 -1.51 3.12
C -1.03 -2.13 1.98
O -0.35 -3.02 1.47
N -1.21 -1.94 3.33
C -2.04 -0.87 3.85
C -0.55 -2.83 4.26
H -1.58 -1.40 1.36
H -1.42 -0.22 4.48
H -2.84 -1.30 4.45
H -2.47 -0.28 3.04
H 0.53 -2.77 4.10
H -0.88 -3.85 4.07
H -0.78 -2.55 5.29
C -0.06 0.02 -4.22
O 0.02 0.87 -3.34
N 0.89 -0.23 -5.19
C 0.72 -1.26 -6.19
C 2.10 0.56 -5.20
H -0.94 -0.64 -4.31
H 1.53 -1.98 -6.10
H 0.75 -0.79 -7.18
H -0.24 -1.77 -6.07
H 2.62 0.43 -4.24
H 1.84 1.62 -5.31
H 2.76 0.25 -6.01
C -4.72 2.78 -1.19
O -4.61 2.08 -0.19
N -3.93 2.71 -2.31
C -4.13 3.57 -3.45
C -2.85 1.74 -2.35
H -5.51 3.54 -1.26
H -4.33 2.95 -4.33
H -3.22 4.16 -3.62
H -4.97 4.24 -3.29
H -3.27 0.73 -2.22
H -2.16 1.94 -1.52
H -2.31 1.80 -3.29
C -0.16 -5.07 -3.31
O -0.10 -3.98 -3.87
N -0.24 -5.27 -1.95
C -0.31 -6.59 -1.37
C -0.26 -4.12 -1.07
H -0.15 -6.01 -3.88
H -1.24 -6.68 -0.80
H 0.55 -6.73 -0.70
H -0.28 -7.37 -2.14
H -1.12 -3.49 -1.32
H 0.65 -3.54 -1.22
H -0.33 -4.43 -0.02
C -7.06 6.88 -3.77
O -6.38 6.00 -4.28
N -7.24 7.08 -2.42
C -8.07 8.15 -1.90
C -6.58 6.19 -1.49
H -7.61 7.61 -4.39
H -7.45 8.80 -1.27
H -8.87 7.71 -1.30
H -8.50 8.74 -2.71
H -5.50 6.24 -1.65
H -6.92 5.16 -1.68
H -6.82 6.47 -0.46
C -1.11 2.79 4.82
O -0.71 2.07 5.73
N -2.28 3.52 4.83
C -2.68 4.35 3.71
C -3.14 3.46 6.00
H -0.53 2.91 3.89
H -2.77 5.38 4.05
H -3.64 4.00 3.34
H -1.94 4.30 2.91
H -2.57 3.80 6.87
H -3.44 2.42 6.16
H -4.02 4.09 5.86

Atom charges from the Löwdin analysis, given in e for atoms 1 to 2: atom 1 (O): -0.15, atom 2 (C): -0.21

=====

Record 2
This record from OMol25 describes C6H12O in the gas phase at a distorted geometry. The level of theory is ωB97M-V/def2-TZVPD.

Gap between HOMO and LUMO (spin up / spin down) = 0.308 / 0.221 hartree
Relative energy (zero: lowest compared OMol25 entry of this formula, charge and spin) = 553.91 kJ/mol
LUMO level (spin up / spin down) = 0.6975 / 0.1717 eV

CARTESIAN COORDINATES (ANGSTROEM)
C 1.67 -0.78 0.24
C 1.14 0.56 0.59
O 1.50 1.15 1.74
C 0.37 1.33 -0.35
C -1.01 0.83 0.15
C -1.39 -0.64 0.13
C -1.58 -0.81 -1.37
H 2.63 -0.66 -0.29
H 0.99 -1.30 -0.44
H 1.85 -1.41 1.13
H 1.84 0.48 2.35
H 0.45 2.41 -0.21
H 0.53 1.06 -1.40
H -1.34 1.40 1.03
H -1.69 0.82 -0.93
H -2.36 -0.71 0.62
H -0.73 -1.33 0.69
H -2.22 -1.62 -1.72
H -0.65 -0.77 -1.95

Atom charges from the Löwdin analysis, given in e for atoms 1 to 2: atom 1 (C): -0.04, atom 2 (C): -0.42

=====

Record 3
This record from OMol25 describes a molecular structure, C17H10Br2Cl3N2O5SiSn at a distorted geometry. The level of theory is ωB97M-V/def2-TZVPD.

Gap between HOMO and LUMO = 0.239 hartree
Relative energy (zero: lowest compared OMol25 entry of this formula, charge and spin) = 26.39 kJ/mol
Net charge = -1
LUMO level = 1.3017 eV

CARTESIAN COORDINATES (ANGSTROEM)
Sn -1.29 -0.06 -0.52
C 0.68 -0.15 -3.43
C 1.09 -1.21 -2.47
C 2.29 -1.96 -2.72
C 2.86 -2.68 -1.68
C 2.16 -2.76 -0.41
C 2.60 -3.48 0.73
Br 4.23 -4.47 0.72
C 1.96 -3.40 1.93
C 0.72 -2.71 1.95
Br -0.22 -2.71 3.57
C 0.14 -2.06 0.90
O -0.93 -1.34 1.01
C 0.93 -2.04 -0.30
N 0.45 -1.35 -1.33
H 0.88 -0.49 -4.42
H 1.37 0.69 -3.17
H -0.38 0.17 -3.30
H 2.67 -1.92 -3.70
H 3.76 -3.28 -1.79
H 2.28 -3.89 2.83
Cl -1.45 -4.06 -2.07
Si -2.59 -2.26 -1.90
Cl -4.59 -3.10 -1.70
Cl -2.68 -1.70 -3.97
O 1.41 2.84 -1.19
C 0.81 2.16 -0.37
O 0.98 0.90 -0.16
C -0.17 2.76 0.64
C -0.73 3.99 0.44
C -1.70 4.54 1.29
C -2.02 3.83 2.44
C -1.42 2.59 2.70
C -0.49 2.07 1.81
N -2.87 4.33 3.47
O -3.48 5.35 3.27
O -2.99 3.65 4.50
H -0.48 4.52 -0.45
H -2.06 5.51 1.16
H -1.67 2.03 3.62
H -0.01 1.17 2.06

Atom charges from the Löwdin analysis, given in e for atoms 1 to 2: atom 1 (Sn): 1.16, atom 2 (C): -0.03

=====

Record 4
This record from OMol25 describes 2 unconnected molecules or ions with the total composition C2 at a distorted geometry. The level of theory is ωB97M-V/def2-TZVPD.

Gap between HOMO and LUMO (spin up / spin down) = 0.201 / 0.257 hartree
<S²> = 0.75
Relative energy (zero: lowest compared OMol25 entry of this formula, charge and spin) = 382.05 kJ/mol
Net charge = +1
LUMO level (spin up / spin down) = -10.9406 / -9.3984 eV
2S+1 = 2

CARTESIAN COORDINATES (ANGSTROEM)
C 0.00 0.00 1.37
C 0.00 0.00 -1.37

Taken from the Löwdin analysis, the atomic charges in e are: atom 1 (C): 0.50, atom 2 (C): 0.50

=====

Record 5
This record from OMol25 describes a molecular structure, C29H23GeNO5Ta. The level of theory is ωB97M-V/def2-TZVPD.

Gap between HOMO and LUMO = 0.206 hartree
Net charge = +3
LUMO level = -11.5341 eV

CARTESIAN COORDINATES (ANGSTROEM)
Ta -0.04 -1.48 -0.40
O -1.27 -4.59 -2.76
C -1.15 -3.45 -2.52
O -0.70 -3.02 -1.23
C -1.51 -2.24 -3.36
C -2.52 -1.46 -2.50
C -3.31 -0.45 -3.31
C -2.25 0.63 -3.62
C -1.01 0.10 -2.93
O -1.57 -0.60 -1.71
C -0.40 -1.14 -3.62
C 0.93 -1.51 -3.00
O 1.69 -2.35 -3.27
O 1.17 -0.70 -1.77
H -1.94 -2.60 -4.30
H -3.10 -2.05 -1.80
H -4.15 -0.06 -2.75
H -3.71 -0.93 -4.21
H -2.53 1.59 -3.18
H -2.08 0.79 -4.68
H -0.30 0.85 -2.62
H -0.23 -0.97 -4.68
Ge 3.20 -0.54 -0.97
C 2.47 -1.53 0.56
C 2.57 -1.04 1.87
C 2.00 -1.76 2.92
C 1.28 -2.92 2.68
C 1.18 -3.44 1.39
C 1.83 -2.77 0.33
C 3.44 1.31 -0.82
C 2.70 2.13 0.05
C 2.98 3.48 0.11
C 3.99 4.02 -0.68
C 4.72 3.22 -1.55
C 4.45 1.86 -1.63
H 4.03 -1.33 -1.96
H 3.08 -0.11 2.07
H 2.11 -1.40 3.94
H 0.82 -3.45 3.51
H 0.67 -4.37 1.20
H 1.90 -3.27 -0.64
H 1.91 1.71 0.67
H 2.42 4.12 0.78
H 4.20 5.08 -0.62
H 5.50 3.65 -2.16
H 5.02 1.24 -2.31
N -4.74 3.30 6.90
C -4.17 2.79 6.05
C -3.44 2.16 4.98
C -4.11 1.84 3.79
C -3.42 1.24 2.77
C -2.05 0.95 2.93
C -1.38 1.27 4.14
C -2.08 1.87 5.15
C -1.36 0.31 1.90
C -0.73 -0.24 0.98
H -5.16 2.08 3.69
H -3.92 0.99 1.84
H -0.33 1.05 4.25
H -1.60 2.13 6.09

Atom charges from the Löwdin analysis, given in e for atoms 1 to 2: atom 1 (Ta): 1.92, atom 2 (O): 0.28

=====

Record 6
This record from OMol25 describes a molecular structure, C22H12FI2N4O9Te4W at a distorted geometry. The level of theory is ωB97M-V/def2-TZVPD.

Gap between HOMO and LUMO (spin up / spin down) = 0.175 / 0.166 hartree
<S²> = 2.07
Relative energy (zero: lowest compared OMol25 entry of this formula, charge and spin) = 200.54 kJ/mol
Net charge = -1
LUMO level (spin up / spin down) = 1.2050 / 0.8968 eV
2S+1 = 3

CARTESIAN COORDINATES (ANGSTROEM)
W -0.75 -0.09 0.17
O 1.32 2.95 -3.09
C 0.85 1.90 -2.39
O -0.21 1.39 -2.59
C 1.82 1.41 -1.37
C 3.11 1.92 -1.34
C 4.02 1.39 -0.45
C 3.61 0.37 0.39
C 2.31 -0.07 0.31
N 1.40 0.44 -0.54
C 1.79 -1.21 1.16
O 2.43 -1.66 2.08
O 0.66 -1.61 0.70
H 0.65 3.15 -3.77
H 3.39 2.70 -2.04
H 5.04 1.77 -0.42
H 4.26 -0.10 1.11
Te -0.91 -1.86 -2.00
Te -1.60 -2.37 -4.47
Te -3.59 0.93 -3.85
Te -3.05 -0.03 -1.47
I -3.47 -3.48 2.99
C -2.11 -2.03 3.60
C -1.80 -1.90 4.96
C -0.88 -0.97 5.39
I -0.45 -0.86 7.43
C -0.24 -0.12 4.45
C 0.76 0.83 4.77
C 1.33 1.58 3.78
C 0.90 1.41 2.46
N -0.06 0.57 2.14
C -0.60 -0.24 3.10
C -1.54 -1.22 2.64
O -1.80 -1.36 1.36
H -2.28 -2.55 5.67
H 1.07 0.95 5.80
H 2.10 2.31 3.99
H 1.30 2.03 1.66
F -1.06 5.54 -2.67
C -0.68 5.39 -1.40
C -1.44 4.73 -0.52
N -1.06 4.57 0.80
C -1.81 3.66 1.64
C -1.76 2.24 1.09
O -2.60 1.39 1.37
O -0.94 2.07 0.10
C 0.19 4.98 1.24
O 0.63 4.73 2.34
N 0.91 5.71 0.31
C 0.59 5.97 -1.02
O 1.33 6.62 -1.73
H -2.38 4.29 -0.81
H -2.86 3.96 1.71
H -1.37 3.69 2.64
H 1.81 6.04 0.63

Atom charges from the Löwdin analysis, given in e for atoms 1 to 2: atom 1 (W): 1.19, atom 2 (O): 0.11

=====

no.,E_tot (Ha)
1,-2045.7599
2,-310.8483
3,-8172.1724
4,-75.2835
5,-3682.7129
6,-3576.4210